(1)
C5H7Br3N2 | the ωB97M-V functional and the def2-TZVPD basis

Calculated values
Charge ... +2
Energy above the lowest of the compared OMol25 structures with the same formula, charge and spin ... 5.174 eV
HOMO-LUMO gap (spin up / spin down) ... 0.1487 / 0.1760 Ha
Spin multiplicity ... 1

Last column: Löwdin charge in e.
Geometry (Å):
C (-1.599, -1.890, -0.385)  -0.7386
C (-1.280, -0.822, -1.221)  0.0236
C (0.594, -1.436, -0.088)  -0.6345
C (0.808, -0.308, -2.315)  0.0068
C (0.125, 0.840, -0.290)  0.0550
N (-0.474, -2.158, 0.333)  0.1125
N (0.072, -0.471, -1.042)  -0.3341
Br (-3.172, -2.716, 0.104)  1.0008
Br (-4.254, 0.828, 0.260)  0.4448
Br (2.345, -1.509, 0.366)  1.1214
H (0.308, 0.411, -2.998)  0.1412
H (1.894, 0.115, -2.037)  0.1509
H (1.101, -1.103, -2.977)  0.1148
H (0.566, 1.654, -0.938)  0.1586
H (-0.915, 0.977, -0.024)  0.0835
H (0.674, 0.863, 0.604)  0.0873
H (-0.503, -2.847, 1.118)  0.2058

(2)
C4H10N2O6P2 | the ωB97M-V functional and the def2-TZVPD basis

Calculated values
HOMO-LUMO gap ... 0.3811 Ha
Spin multiplicity ... 1

Last column: Löwdin charge in e.
Geometry (Å):
O (-1.300, 1.242, -2.477)  -0.2692
O (2.583, -0.115, -0.595)  -0.2878
N (-0.531, 0.880, 1.059)  0.1275
O (-2.730, -0.129, -0.979)  -0.0927
O (-0.957, -0.943, -2.638)  -0.0912
O (1.591, -0.007, -2.517)  -0.1371
O (1.479, 2.158, -1.029)  -0.0941
C (-0.284, 0.207, 2.105)  -0.4801
N (-0.526, 0.744, 3.325)  0.1681
C (0.451, -1.000, 1.890)  -0.0566
C (-0.054, -1.365, 0.362)  -0.0986
C (-0.177, 0.063, -0.239)  -0.4775
P (-1.274, 0.093, -1.555)  0.3029
P (1.353, 0.531, -1.087)  0.4301
H (-3.302, -0.072, -1.776)  0.1113
H (-0.513, -0.420, -3.315)  0.0865
H (2.608, 0.142, -2.403)  0.1479
H (1.312, 2.343, -0.106)  0.0596
H (-0.926, 1.699, 3.295)  0.1309
H (-0.062, 0.471, 4.125)  0.0741
H (0.218, -1.688, 2.642)  0.0967
H (1.516, -0.901, 1.779)  0.1157
H (0.565, -2.037, -0.220)  0.1082
H (-1.042, -1.898, 0.355)  0.1253

(3)
C39H79AlBr4Cl2F3N7O14PS2 | the ωB97M-V functional and the def2-TZVPD basis

Calculated values
Charge ... +1
HOMO-LUMO gap ... 0.0524 Ha
Spin multiplicity ... 1

Last column: Löwdin charge in e.
Geometry (Å):
C (4.577, -2.593, 4.590)  -0.1076
C (3.005, -2.460, 4.380)  -0.2307
C (2.472, -1.212, 3.531)  -0.3397
C (2.887, 0.068, 4.400)  -0.0664
C (2.755, -1.178, 1.968)  -0.3774
P (4.597, -0.878, 1.672)  0.9099
O (5.275, 0.503, 2.336)  -0.2607
O (5.553, -2.260, 1.648)  -0.2828
C (2.522, -2.703, 1.434)  -0.5548
Cl (3.088, -2.974, -0.320)  0.6663
N (1.143, -3.200, 1.681)  0.1264
C (0.204, -2.166, 1.322)  -0.2112
N (-1.066, -2.117, 1.698)  0.1252
C (-1.689, -3.140, 2.585)  -0.1319
C (-3.128, -2.627, 3.072)  -0.1163
C (-4.344, -3.064, 2.119)  -0.3147
C (-3.915, -3.594, 0.674)  -0.0763
C (-5.331, -1.775, 2.039)  -0.1481
C (-6.620, -2.030, 1.115)  -0.1192
C (-6.528, -0.989, -0.102)  0.0258
C (-7.428, 0.152, -0.201)  -0.1503
C (-8.456, 0.225, -1.437)  -0.0853
C (-7.454, 1.330, 0.882)  -0.0222
N (0.664, -1.075, 0.468)  0.0556
C (1.753, -0.259, 1.060)  -0.3893
C (2.591, 0.425, -0.157)  -0.1528
C (1.699, 1.033, -1.347)  -0.1573
N (2.249, 0.607, -2.661)  -0.1444
C (3.215, 1.556, -3.257)  -0.2169
C (2.615, 2.929, -3.825)  -0.0902
C (1.242, 0.084, -3.583)  -0.3875
C (1.114, -1.529, -3.662)  0.0005
O (0.439, 0.729, -4.279)  0.0781
S (0.918, 1.154, 1.914)  0.8953
O (0.154, 0.794, 3.174)  -0.2983
O (1.882, 2.298, 2.150)  -0.2776
C (-0.484, 2.010, 0.947)  -0.3733
F (-1.337, 2.629, 1.894)  0.1041
F (-1.364, 1.126, 0.208)  -0.1644
F (-0.031, 3.113, 0.193)  0.1123
H (5.051, -3.474, 4.031)  0.0853
H (5.103, -1.606, 4.365)  0.0706
H (4.767, -2.814, 5.704)  0.0926
H (2.615, -3.482, 4.023)  0.1029
H (2.539, -2.333, 5.424)  0.0923
H (1.325, -1.349, 3.644)  0.1185
H (1.929, 0.410, 4.943)  0.1010
H (3.241, 0.973, 3.821)  0.0649
H (3.641, -0.126, 5.226)  0.0977
H (4.883, 1.300, 1.906)  0.0710
H (5.939, -2.435, 0.762)  0.0780
H (3.221, -3.449, 1.962)  0.1219
H (0.994, -3.524, 2.648)  0.1327
H (-1.648, -1.315, 1.405)  0.0393
H (-1.031, -3.189, 3.535)  0.1278
H (-1.677, -4.195, 2.157)  0.1426
H (-3.079, -1.475, 3.075)  0.1204
H (-3.307, -2.997, 4.132)  0.1413
H (-4.922, -3.903, 2.633)  0.1536
H (-3.535, -2.739, -0.006)  0.0125
H (-4.872, -3.972, 0.165)  0.1006
H (-3.196, -4.476, 0.685)  0.0850
H (-5.567, -1.507, 3.121)  0.1406
H (-4.722, -0.918, 1.589)  0.0549
H (-6.738, -3.110, 0.782)  0.1250
H (-7.532, -1.726, 1.722)  0.1251
H (-5.750, -1.069, -0.943)  0.1091
H (-9.515, 0.446, -1.045)  0.1192
H (-8.103, 1.067, -2.139)  -0.0590
H (-8.410, -0.799, -1.943)  0.0810
H (-6.500, 1.972, 0.841)  0.1074
H (-7.525, 0.925, 1.952)  0.0732
H (-8.372, 1.994, 0.686)  0.1090
H (0.856, -1.385, -0.492)  0.1161
H (3.257, 1.273, 0.243)  0.1163
H (3.292, -0.288, -0.688)  0.0781
H (1.834, 2.177, -1.299)  0.1393
H (0.600, 0.743, -1.340)  0.1079
H (3.738, 1.029, -4.131)  0.1292
H (4.055, 1.788, -2.506)  0.1239
H (1.495, 3.010, -3.611)  0.0776
H (3.099, 3.779, -3.213)  0.0816
H (2.861, 3.151, -4.912)  0.0773
H (1.626, -2.032, -2.772)  0.0380
H (-0.012, -1.732, -3.522)  0.0861
H (1.419, -1.945, -4.672)  0.0995
C (-8.657, -4.727, 1.964)  -0.8547
O (-8.668, -5.656, 1.116)  -0.0265
O (-9.722, -3.895, 1.797)  0.0359
O (-7.856, -4.463, 2.884)  -0.0205
H (-10.066, -4.412, 1.040)  0.1012
Al (-2.699, -0.061, -0.417)  0.9938
O (-9.805, -1.202, -3.753)  -0.1054
H (-9.738, -1.557, -4.648)  0.0390
H (-10.524, -0.560, -3.811)  0.0034
O (-7.644, 0.312, 5.722)  -0.2784
S (-8.624, 1.184, 5.130)  0.6027
O (-8.364, 1.895, 3.904)  -0.3048
O (-9.131, 2.237, 6.244)  -0.2477
C (-8.153, 3.007, 6.945)  -0.4595
C (-7.655, 4.171, 6.109)  -0.0739
C (-10.145, 0.296, 4.958)  -0.1097
H (-7.324, 2.373, 7.275)  -0.0142
H (-8.642, 3.395, 7.842)  0.0235
H (-7.074, 3.818, 5.253)  0.0683
H (-7.017, 4.827, 6.704)  0.0741
H (-8.492, 4.751, 5.714)  0.0877
H (-10.378, -0.190, 5.904)  0.0815
H (-10.011, -0.452, 4.175)  0.0770
H (-10.932, 0.994, 4.675)  0.0779
C (-9.709, 2.418, -5.019)  -1.5528
Br (-10.819, 1.277, -6.132)  0.5742
Br (-10.652, 3.011, -3.431)  0.5682
Br (-8.016, 1.577, -4.575)  0.5369
H (-9.480, 3.306, -5.604)  -0.0256
Br (-6.960, 3.027, 9.400)  0.1399
Cl (-6.017, 2.020, -2.850)  -0.3643
C (1.597, -3.248, 8.624)  -0.0508
C (0.840, -3.246, 7.334)  -0.2369
N (0.230, -3.249, 6.317)  0.1096
H (2.571, -3.720, 8.481)  0.0810
H (1.744, -2.224, 8.969)  0.0850
H (1.040, -3.803, 9.380)  0.0876
C (5.936, 3.891, -5.968)  0.0465
N (6.163, 2.712, -5.092)  -0.4327
O (5.953, 2.853, -3.898)  0.0388
O (6.544, 1.688, -5.635)  0.0554
H (5.601, 4.724, -5.354)  0.0987
H (6.882, 4.125, -6.455)  0.0976
H (5.173, 3.617, -6.696)  0.1026
C (13.930, 1.454, -6.689)  -0.0903
C (12.695, 2.094, -6.063)  -0.2732
N (11.604, 2.292, -7.009)  -0.1932
C (10.558, 3.177, -6.510)  -0.2512
C (9.765, 2.720, -5.287)  -0.0920
C (11.134, 1.103, -7.711)  -0.2464
C (10.659, -0.081, -6.868)  -0.0848
H (14.259, 2.010, -7.570)  0.0810
H (14.752, 1.453, -5.968)  0.0734
H (13.748, 0.417, -6.979)  0.0644
H (13.006, 3.070, -5.676)  0.1180
H (12.384, 1.498, -5.196)  0.0979
H (9.856, 3.403, -7.321)  0.1087
H (11.020, 4.143, -6.269)  0.1108
H (9.069, 1.918, -5.533)  0.0374
H (9.166, 3.554, -4.905)  0.0654
H (10.412, 2.386, -4.473)  0.0718
H (11.941, 0.750, -8.362)  0.1034
H (10.335, 1.383, -8.405)  0.1146
H (11.356, -0.329, -6.064)  0.0676
H (10.569, -0.968, -7.502)  0.0737
H (9.676, 0.098, -6.433)  0.0521

(4)
H80O40 | the ωB97M-V functional and the def2-TZVPD basis

Calculated values
Charge ... +1
Energy above the lowest of the compared OMol25 structures with the same formula, charge and spin ... 8.267 eV
HOMO-LUMO gap (spin up / spin down) ... 0.3639 / 0.1214 Ha
Spin multiplicity ... 2

Last column: Löwdin charge in e.
Geometry (Å):
H (-3.052, -2.774, -4.690)  0.0051
H (-2.276, -3.678, -3.641)  0.0457
O (-2.463, -3.513, -4.604)  -0.0523
H (0.971, 1.536, 4.367)  -0.0006
H (2.237, 1.653, 5.045)  0.0438
O (1.292, 1.533, 5.290)  -0.0768
H (2.107, 2.370, 2.289)  0.0373
H (2.222, 0.899, 1.925)  0.0344
O (1.677, 1.508, 2.481)  -0.0813
H (-2.906, 3.626, 0.684)  0.0728
H (-1.290, 3.243, 0.895)  -0.0291
O (-2.188, 2.967, 0.800)  -0.0220
H (-4.669, 4.990, -1.336)  0.0391
H (-5.590, 3.936, -1.206)  0.0659
O (-5.204, 4.638, -0.620)  -0.0616
H (-1.243, -0.415, -4.073)  0.0008
O (-0.952, -1.061, -3.446)  -0.0120
H (1.868, -0.282, -3.199)  0.0539
O (1.944, -0.758, -2.362)  -0.0406
H (-5.572, 2.211, 2.485)  -0.0090
H (-5.373, 3.483, 1.584)  0.0380
O (-6.027, 2.820, 1.905)  -0.0352
H (-0.066, -3.299, 1.699)  0.0558
H (-0.633, -4.020, 0.667)  0.0315
O (-0.971, -3.549, 1.480)  -0.0687
H (2.154, 4.393, 3.401)  0.0470
H (0.841, 4.714, 4.359)  0.0942
O (1.190, 4.316, 3.538)  -0.0555
H (-5.432, -2.061, -3.378)  0.0484
H (-4.257, -1.860, -2.542)  -0.0185
O (-4.517, -1.821, -3.447)  -0.0271
H (4.676, -0.801, -2.811)  0.0416
O (5.057, -0.334, -2.070)  -0.0205
H (1.818, -5.458, -3.213)  0.0641
H (2.962, -5.668, -2.218)  0.0848
O (2.276, -5.012, -2.479)  -0.0676
H (2.289, -1.888, 4.189)  0.0333
H (1.385, -0.810, 4.852)  0.0084
O (1.530, -1.334, 4.075)  -0.0347
H (-5.000, -1.716, 2.546)  -0.0209
H (-5.913, -0.835, 3.454)  0.0216
O (-5.680, -1.737, 3.240)  -0.0400
H (6.058, -2.506, -0.389)  0.0264
H (5.137, -1.120, -0.210)  0.0255
O (5.555, -1.933, 0.163)  -0.0619
H (-1.073, -0.578, 2.635)  0.0228
H (0.108, 0.078, 1.993)  0.0495
O (-0.884, 0.001, 1.838)  -0.0835
H (4.674, 1.651, -4.089)  0.0091
H (4.297, 0.394, -4.849)  0.0405
O (4.164, 1.357, -4.863)  -0.0515
H (-5.313, 1.576, -3.672)  0.0529
O (-4.538, 1.461, -3.115)  -0.0535
H (-5.416, -2.811, -0.495)  0.0879
H (-4.640, -1.644, 0.131)  -0.0469
O (-5.175, -1.870, -0.601)  -0.0444
H (-2.211, -1.382, 3.686)  0.0613
O (-2.208, -0.569, 4.247)  -0.0331
H (4.484, -0.794, 1.794)  -0.0371
H (5.401, -1.502, 2.642)  0.0456
O (5.006, -0.621, 2.556)  -0.0503
H (0.424, 4.409, 1.366)  0.0832
H (0.418, 3.199, 2.280)  0.0215
O (0.319, 3.444, 1.359)  -0.0696
H (-1.604, -3.807, -0.433)  -0.0152
H (-0.497, -3.788, -1.597)  0.0138
O (-1.274, -4.192, -1.221)  -0.0176
H (-1.163, 1.140, -4.323)  0.0049
H (-0.871, 2.138, -5.500)  0.0639
O (-1.563, 1.617, -5.070)  -0.0363
H (-2.415, -1.055, -0.320)  0.0837
H (-3.092, 0.379, -0.688)  0.0407
O (-3.166, -0.563, -0.653)  0.0430
H (1.323, -2.342, -0.937)  0.0457
H (1.885, -3.618, -0.951)  0.0403
O (1.115, -3.208, -0.510)  -0.0590
H (4.736, 4.597, 1.691)  0.0821
H (4.260, 3.730, 0.391)  0.0408
O (4.491, 3.723, 1.324)  -0.0459
H (1.148, 3.813, -0.448)  0.0084
H (0.838, 2.694, -1.484)  0.0203
O (1.439, 3.434, -1.296)  -0.0793
H (-2.894, 2.655, 3.852)  0.0618
H (-3.770, 1.476, 4.549)  0.0543
O (-3.767, 2.392, 4.208)  0.0016
H (4.095, -4.837, 1.370)  0.0265
H (5.140, -4.656, 0.179)  0.0530
O (4.357, -5.180, 0.515)  -0.0689
H (3.294, 1.360, 1.137)  0.0013
O (3.318, 0.882, 0.312)  0.0078
H (4.143, 3.833, 3.537)  0.0598
H (4.019, 2.351, 3.005)  0.0761
O (3.546, 3.100, 3.427)  -0.0827
H (-3.663, 1.306, -3.468)  0.0060
H (-1.521, -1.816, -3.479)  -0.0114
H (-1.407, -0.572, 4.749)  0.0378
H (1.642, -1.640, -2.630)  0.0174
H (4.397, 0.152, -1.649)  -0.0435
H (2.482, 0.452, 0.520)  0.0509
O (-3.657, 0.647, 1.496)  0.2625
H (-4.436, 1.209, 1.175)  0.1429
H (-3.045, 0.605, 0.731)  0.0341
O (0.751, -6.543, -0.298)  -0.0491
H (-0.095, -6.276, -0.672)  0.0171
H (1.193, -5.729, -0.572)  -0.0176
O (4.671, 2.429, -2.126)  -0.0377
H (3.976, 2.354, -2.773)  0.0139
H (4.403, 2.336, -1.199)  0.0141
O (-3.611, -2.766, 1.581)  -0.0570
H (-3.109, -2.019, 1.254)  -0.0131
H (-2.896, -3.481, 1.489)  0.0824
O (-0.553, 1.628, -1.028)  -0.0398
H (-1.443, 1.567, -1.363)  0.0275
H (-0.733, 1.640, -0.056)  0.0261
O (0.657, -3.788, -4.535)  -0.0316
H (0.872, -3.598, -3.623)  -0.0178
H (-0.275, -3.665, -4.736)  0.0121
O (1.699, 5.862, -0.745)  -0.0845
H (1.888, 5.015, -1.243)  0.0129
H (0.938, 6.232, -1.186)  0.0325

(5)
C2H8N3S | the ωB97M-V functional and the def2-TZVPD basis

Calculated values
SMILES ... NN1C[NH2+]CS1
Charge ... +1
Energy above the lowest of the compared OMol25 structures with the same formula, charge and spin ... 2.584 eV
HOMO-LUMO gap ... 0.3617 Ha
Spin multiplicity ... 1

Last column: Löwdin charge in e.
Geometry (Å):
C (-0.235, -0.496, 0.999)  -0.1534
C (0.219, 1.165, -0.611)  -0.3840
N (1.228, -0.694, 0.536)  -0.4655
N (1.267, -1.595, -0.709)  0.0582
N (-0.722, 0.707, 0.403)  -0.0182
S (1.787, 0.865, 0.228)  0.9944
H (-0.750, -1.365, 0.850)  0.1137
H (-0.151, -0.302, 2.057)  0.1346
H (0.064, 0.426, -1.346)  0.0726
H (0.027, 2.158, -1.075)  0.1340
H (2.216, -1.490, -1.042)  0.0780
H (1.202, -2.475, -0.403)  0.0237
H (-1.605, 0.723, -0.136)  0.2058
H (-0.824, 1.319, 1.255)  0.2061

(6)
C4H9N | the ωB97M-V functional and the def2-TZVPD basis

Calculated values
SMILES ... CC/C=C/N
Energy above the lowest of the compared OMol25 structures with the same formula, charge and spin ... 2.725 eV
HOMO-LUMO gap ... 0.3076 Ha
Spin multiplicity ... 1

Last column: Löwdin charge in e.
Geometry (Å):
C (-0.945, 1.131, -1.560)  -0.1234
C (-0.019, 1.165, -0.299)  -0.2670
C (0.189, -0.207, 0.220)  -0.1822
C (1.125, -0.836, 0.982)  -0.1874
N (0.542, -1.831, 1.797)  0.0242
H (-1.467, 0.178, -1.638)  0.0578
H (-1.551, 2.028, -1.567)  0.0582
H (-0.336, 1.261, -2.472)  0.0670
H (-0.515, 1.804, 0.434)  0.0962
H (0.813, 1.690, -0.799)  0.1025
H (-0.455, -0.990, -0.203)  0.0956
H (2.100, -1.181, 0.674)  0.1082
H (-0.392, -1.614, 2.096)  0.0717
H (0.913, -2.596, 2.336)  0.0786